Here is a cluster of 3 separate species, C19H27NO3S3 in total in a non-equilibrium geometry from the OMol25 dataset. Energies are from wB97M-V/def2-TZVPD.

Each line ends with the Löwdin charge.
Geometry (Å):
C 6.422 -0.385 -1.604  -0.0775
C 5.591 0.155 -2.843  -0.2711
O 4.483 0.934 -2.387  -0.1889
C 3.457 1.054 -3.375  -0.1788
C 2.088 1.045 -2.628  -0.1611
C 1.930 0.851 -1.195  -0.0326
C 0.655 0.802 -0.502  -0.0096
C -0.582 0.955 -1.297  -0.2300
C -0.413 1.191 -2.743  -0.4199
C 0.871 1.240 -3.412  -0.0457
S -1.987 1.385 -3.662  0.9270
C -2.992 0.086 -2.848  -0.4299
C -3.896 -0.761 -3.597  -0.0882
C -4.622 -1.789 -2.841  -0.0898
C -4.405 -1.924 -1.407  -0.0902
C -3.519 -1.054 -0.654  -0.0061
C -2.785 -0.012 -1.392  -0.2266
N -1.889 0.887 -0.706  0.0527
H 7.097 -1.189 -1.987  0.0738
H 5.715 -0.823 -0.847  0.0788
H 6.982 0.457 -1.121  0.0747
H 6.235 0.807 -3.499  0.1242
H 5.289 -0.764 -3.422  0.1177
H 3.585 1.984 -4.006  0.1367
H 3.490 0.196 -4.112  0.1292
H 2.865 0.721 -0.602  0.1045
H 0.513 0.662 0.592  0.0981
H 0.852 1.427 -4.515  0.1145
H -4.029 -0.629 -4.697  0.1025
H -5.320 -2.510 -3.321  0.0934
H -4.943 -2.725 -0.856  0.0934
H -3.337 -1.106 0.463  0.0795
H -1.858 0.611 0.277  0.1220
C -1.898 -3.491 3.975  -0.2692
S -3.235 -3.187 2.806  0.8073
O -3.386 -1.707 2.669  -0.5671
C -4.558 -3.770 3.880  -0.2692
H -0.963 -3.161 3.522  0.0510
H -2.073 -2.931 4.894  0.0597
H -1.838 -4.559 4.190  0.0537
H -4.568 -3.191 4.805  0.0594
H -4.410 -4.828 4.098  0.0535
H -5.506 -3.637 3.360  0.0511
C -0.252 3.463 3.217  -0.2698
S 1.071 2.470 3.933  0.7868
O 1.320 2.985 5.307  -0.5566
C 2.380 3.108 2.871  -0.2695
H -1.173 3.251 3.760  0.0506
H -0.012 4.523 3.307  0.0585
H -0.381 3.195 2.166  0.0441
H 2.455 4.191 2.984  0.0585
H 2.165 2.852 1.832  0.0403
H 3.321 2.647 3.170  0.0499

Total energy: -2215.08806 a.u.
Gap between HOMO and LUMO: 0.298 Eh

=====

Here is a structure of composition C19H27NOSn in a non-equilibrium geometry from the OMol25 dataset. Energies are from wB97M-V/def2-TZVPD.

Each line ends with the Löwdin charge.
Geometry (Å):
C 3.071 -1.961 3.057  -0.1811
C 3.337 -2.846 1.980  -0.1705
C 2.103 -3.293 1.430  -0.1948
C 1.028 -2.689 2.193  -0.2897
C 1.651 -1.832 3.203  -0.2609
Sn 1.580 -0.765 0.990  1.4145
N 1.793 1.656 0.927  -0.0800
C 2.584 1.638 -0.309  -0.3088
C 2.823 0.129 -0.587  -0.2739
H 1.975 -4.056 0.665  0.1029
H 4.322 -3.199 1.677  0.1002
H -0.011 -3.007 2.196  0.1095
H 1.121 -1.340 4.017  0.0999
H 3.816 -1.511 3.713  0.0988
H 3.841 -0.183 -0.329  0.0353
H 3.531 2.181 -0.144  0.1087
H 2.238 2.247 1.632  0.1021
H 2.609 -0.208 -1.602  0.0237
H 2.015 2.125 -1.122  0.1138
C -2.131 -2.363 -3.177  -0.0939
C -1.185 -1.563 -2.280  -0.3731
C 0.002 -1.075 -3.120  -0.0581
C -1.888 -0.419 -1.555  -0.1311
C -3.138 0.054 -1.937  -0.0412
C -3.673 1.200 -1.345  -0.0999
C -2.952 1.904 -0.396  -0.0455
C -1.711 1.437 0.091  -0.1489
C -1.063 2.203 1.126  -0.3448
C -0.810 3.664 0.875  -0.0752
C -1.266 1.810 2.541  -0.0580
C -1.251 0.173 -0.437  -0.2644
O -0.294 -0.517 0.161  -0.2564
H -2.480 -1.761 -4.026  0.0781
H -3.000 -2.706 -2.608  0.0820
H -1.613 -3.241 -3.581  0.0781
H -0.788 -2.250 -1.512  0.1327
H -0.350 -0.437 -3.945  0.0892
H 0.715 -0.498 -2.518  0.0492
H 0.529 -1.932 -3.563  0.0822
H -3.685 -0.465 -2.727  0.1018
H -4.659 1.551 -1.644  0.0962
H -3.353 2.823 0.041  0.1096
H 0.838 2.025 0.767  0.0342
H -1.747 4.240 0.791  0.0827
H -0.216 4.105 1.690  0.0801
H -0.261 3.823 -0.067  0.0869
H -1.162 0.726 2.675  0.0798
H -0.550 2.323 3.199  0.0789
H -2.282 2.080 2.894  0.0990

Total energy: -1084.31755 a.u.
Gap between HOMO and LUMO (alpha / beta): 0.224 / 0.267 Eh

=====

Here is a structure of composition C19H28BBr2LiO3 in a non-equilibrium geometry from the OMol25 dataset. Energies are from wB97M-V/def2-TZVPD.

Each line ends with the Löwdin charge.
Geometry (Å):
C 1.318 4.184 1.261  -0.1518
C 0.891 2.619 0.854  -0.2027
C -0.190 2.757 -0.371  -0.2688
C 0.520 3.289 -1.789  -0.0923
C -1.132 1.439 -0.622  -0.1870
O -0.612 0.088 -0.360  -0.0446
B -1.227 -0.557 0.815  -1.0078
C -0.265 -0.958 2.116  -0.0551
C 1.276 -1.250 1.628  -0.0593
C 1.676 -2.660 0.842  -0.0204
C 3.173 -3.026 0.274  -0.1809
C 4.421 -1.967 0.463  -0.2342
C 5.908 -2.332 -0.157  -0.1426
C 4.083 -0.559 1.291  -0.0147
C 2.554 -0.198 1.864  0.0160
C -2.350 -1.743 0.625  -0.4282
Br -3.909 -1.689 1.941  0.6593
C -2.322 -2.846 -0.373  -0.6373
C -3.561 -3.948 -0.319  -0.2034
Br -0.835 -2.993 -1.702  0.6211
O -2.078 0.563 1.351  -0.1341
C -2.502 1.474 0.277  -0.1762
C -3.740 1.068 -0.718  -0.1404
O -3.810 1.928 -1.946  -0.2566
C -3.659 1.052 -3.149  -0.1317
H 1.567 4.837 0.296  0.0644
H 2.309 4.207 1.913  0.0689
H 0.419 4.760 1.792  0.0855
H 0.466 2.151 1.842  0.1132
H 1.876 2.116 0.462  0.0983
H -0.928 3.644 -0.063  0.1391
H 1.520 2.688 -1.886  0.0854
H 0.668 4.454 -1.659  0.0686
H -0.210 3.158 -2.711  0.0849
H -1.242 1.441 -1.803  0.1335
H -0.795 -1.898 2.621  0.1195
H -0.264 -0.093 2.922  0.1243
H 0.806 -3.430 0.697  0.0678
H 3.300 -4.048 -0.289  0.0370
H 6.766 -2.367 0.638  0.0785
H 6.163 -1.443 -0.911  0.0981
H 5.882 -3.309 -0.842  0.0790
H 5.008 0.163 1.441  0.0906
H 2.382 0.825 2.448  0.0977
H -3.412 -4.653 0.633  0.0835
H -3.566 -4.686 -1.246  0.0674
H -4.629 -3.454 -0.295  0.0614
H -2.796 2.565 0.621  0.1626
H -3.693 -0.041 -1.131  0.1205
H -4.798 1.159 -0.184  0.1380
H -4.557 0.312 -3.296  0.0973
H -3.483 1.668 -4.138  0.0987
H -2.689 0.367 -3.030  0.0981
Li 4.302 -4.826 1.063  0.8119

Total energy: -6146.36565 a.u.
Gap between HOMO and LUMO: 0.185 Eh

=====

Here is a structure of composition C19H28BF4O2V in a non-equilibrium geometry from the OMol25 dataset. Energies are from wB97M-V/def2-TZVPD.

Each line ends with the Löwdin charge.
Geometry (Å):
O 0.481 -2.145 -0.125  -0.2241
C 0.149 -3.074 -1.258  -0.0921
C 0.226 -4.297 -0.364  -0.0611
H 0.951 -2.998 -2.001  0.1289
H -0.846 -2.843 -1.665  0.1120
C 0.717 -3.328 0.742  -0.5286
H 0.946 -5.058 -0.686  0.1037
H -0.756 -4.736 -0.145  0.1224
C 2.197 -3.459 1.015  -0.0147
H 2.775 -3.277 0.100  0.0989
H 2.426 -4.468 1.386  0.0972
H 2.509 -2.745 1.785  0.0775
C -0.113 -3.284 2.002  -0.0110
H -1.185 -3.328 1.778  0.0805
H 0.098 -2.372 2.577  0.0784
H 0.142 -4.141 2.642  0.1002
V -0.074 0.034 0.164  0.9557
C -2.097 1.051 0.893  -0.1347
C -2.181 1.059 -0.546  -0.1471
C -2.219 -0.256 -0.999  -0.1405
H -2.124 1.865 -1.262  0.1179
C -2.126 -1.107 0.151  -0.1812
C -2.018 -0.265 1.328  -0.1675
H -1.953 -0.565 2.379  0.1205
H -1.970 1.886 1.563  0.1078
H -2.319 -0.571 -2.059  0.1204
H -2.376 -2.180 0.188  0.1090
C 1.341 2.091 0.790  -0.1239
C 0.938 1.228 1.903  -0.1202
C 1.613 -0.036 1.708  -0.1786
H 0.301 1.450 2.737  0.1064
C 2.302 0.029 0.392  -0.1506
C 2.065 1.318 -0.172  -0.1062
H 2.331 1.705 -1.129  0.1039
H 1.305 3.134 0.778  0.0811
H 1.744 -0.814 2.448  0.0830
H 3.006 -0.686 -0.006  0.0943
O 1.768 -6.941 -2.472  -0.1592
C 1.656 -7.920 -1.416  -0.2185
C 2.019 -9.303 -1.970  -0.1679
H 0.612 -7.939 -1.054  0.1161
H 2.288 -7.608 -0.568  0.1161
C 1.605 -9.158 -3.450  -0.1673
H 1.528 -10.126 -1.448  0.1113
H 3.107 -9.439 -1.923  0.1118
C 1.928 -7.678 -3.713  -0.1971
H 0.522 -9.315 -3.524  0.1109
H 2.115 -9.855 -4.120  0.1110
H 1.285 -7.234 -4.487  0.1168
H 2.971 -7.606 -4.070  0.1171
F -0.316 2.024 -0.306  -0.3850
B -0.913 3.940 0.288  -0.8486
F -2.251 3.767 0.105  0.2053
F -0.477 4.004 1.579  0.1968
F -0.051 4.372 -0.661  0.2127

Total energy: -2259.61957 a.u.
Spin multiplicity: 3
Gap between HOMO and LUMO (alpha / beta): 0.266 / 0.281 Eh
Energy relative to the best compared isomer or geometry (same formula, charge and spin): 221.2 kJ/mol